--- P ---
# C4H10S

A single C4H10S molecule (ωB97M-V/def2-TZVPD, the Open Molecules 2025 dataset).

The geometry in XYZ format:
```
15
Properties=species:S:1:pos:R:3
H 0.7173 -2.5135 -0.1501
C -0.1673 0.0675 0.2986
H -0.1851 3.0049 0.5219
H -0.8580 -2.6227 0.6986
H 1.4522 3.4112 -0.1564
C -0.5791 -0.9646 -0.7505
H -1.6460 -0.8082 -0.9557
H -0.9926 0.6026 0.7704
H 1.2430 2.8590 1.4725
C 0.8681 2.7226 0.4513
H -0.6353 -3.1608 -0.9742
C -0.3644 -2.4006 -0.2442
H -0.1676 -0.9010 -1.7559
S 1.0951 1.1985 -0.3832
H 0.2197 -0.4950 1.1569
```

The frontier orbital gap is 9.50 eV. Its HOMO energy is -8.37 eV. As for the multiplicity: 1. The SMILES is CCCSC.

--- Q ---
# C4H10S

2 unconnected molecules or ions with the total composition C4H10S (ωB97M-V/def2-TZVPD, the Open Molecules 2025 dataset).

The geometry in XYZ format:
```
15
Properties=species:S:1:pos:R:3
C 1.7328 -1.1905 -1.0468
H 2.7434 -0.9197 -1.3426
H 0.4038 -1.2155 0.6359
H 0.1385 1.0673 -0.6037
S 1.0493 1.1104 0.3634
H -1.8560 -0.4307 1.3617
C -2.7888 -0.3938 0.7235
H -3.5903 -1.1029 0.8444
H -3.3773 0.1142 -1.2885
H 1.1012 -0.8363 -1.8815
H 2.1524 -1.0037 1.0731
C -2.7235 0.2504 -0.4685
H 1.6962 -2.2920 -1.0374
H -1.8292 0.8245 -0.8188
C 1.3842 -0.6612 0.3325
```

The frontier orbital gap is 10.03 eV. Its HOMO energy is -9.04 eV. As for the multiplicity: 1. The SMILES is C=C.CCS.

Which of them is least stable? Easy: Q.

--- P ---
# C4H10S

A single C4H10S molecule (ωB97M-V/def2-TZVPD, the Open Molecules 2025 dataset).

The geometry in XYZ format:
```
15
Properties=species:S:1:pos:R:3
H -0.7558 1.2768 -0.0354
H 0.7996 -1.6920 -1.8181
H 1.0858 -1.0227 0.6612
C 0.0070 -1.3606 -1.1487
H 1.2645 0.2217 -0.6086
H -1.6286 -1.2428 -3.0664
H 1.0399 0.8457 2.2498
H -0.3602 -2.2934 -0.7143
C 0.3339 1.4189 1.6377
H -1.3316 0.0079 0.9589
C -0.4059 0.5023 0.6686
S -1.2221 -0.3864 -2.1593
H 0.9189 2.1708 1.1090
H -0.2980 1.9656 2.3378
C 0.5526 -0.4119 -0.0723
```

The frontier orbital gap is 9.98 eV. Its HOMO energy is -9.01 eV. As for the multiplicity: 1. The SMILES is CCCCS.

--- Q ---
# C4H10S

A single C4H10S molecule (ωB97M-V/def2-TZVPD, the Open Molecules 2025 dataset).

The geometry in XYZ format:
```
15
Properties=species:S:1:pos:R:3
C -1.3861 -0.5543 0.4490
H -3.5466 0.3527 0.3361
H 0.7763 0.9142 -0.8673
H 3.0029 -0.1362 -1.1538
H 3.4358 0.7206 0.0362
S 0.1469 -1.3007 -0.2788
H -0.9102 0.0459 1.4623
H -1.9957 1.2336 -0.8945
C -2.5306 0.3710 -0.3764
H 0.6658 0.7644 1.0111
H -1.9752 -1.4453 0.8127
H -2.9854 -0.4755 -1.1051
C 2.8117 -0.0264 -0.0746
C 1.2764 0.2306 -0.0013
H 3.2141 -0.6946 0.6444
```

The frontier orbital gap is 9.40 eV. Its HOMO energy is -8.38 eV. As for the multiplicity: 1. The SMILES is CCSCC.

Which of them is least stable? Easy: Q.

--- P ---
# C4H10S

2 unconnected molecules or ions with the total composition C4H10S (ωB97M-V/def2-TZVPD, the Open Molecules 2025 dataset).

The geometry in XYZ format:
```
15
Properties=species:S:1:pos:R:3
H -1.8051 1.0292 -1.7221
C 1.8060 1.8049 0.7479
H -0.3211 -0.7307 -0.1300
H 0.4139 -1.0172 2.2718
H 0.7345 2.2176 0.4376
C -2.0868 -0.0160 -1.3581
H -2.5962 0.1387 -0.3791
C 1.6025 0.5117 1.4319
H -3.0078 -0.4374 -1.9048
H -0.3344 0.6015 1.9962
C 0.4910 -0.0264 1.8849
H 2.3036 2.5056 1.4375
H 2.5444 -0.0673 1.7078
S -0.7076 -1.2183 -1.2406
H 2.5138 1.6085 -0.1057
```

The frontier orbital gap is 9.95 eV. Its HOMO energy is -8.95 eV. As for the multiplicity: 1. The SMILES is C=CC.CS.

--- Q ---
# C4H10S

2 unconnected molecules or ions with the total composition C4H10S (ωB97M-V/def2-TZVPD, the Open Molecules 2025 dataset).

The geometry in XYZ format:
```
15
Properties=species:S:1:pos:R:3
H 1.1342 1.1277 -1.8163
H 2.9962 0.9992 1.2769
H -2.2073 -0.6632 -0.7310
S 1.2956 -0.1517 0.1817
C 1.9309 0.8259 -1.1167
H 3.5649 -0.5062 0.7656
H -4.5162 0.0748 -1.0892
H -4.9116 -0.4503 0.6066
H 2.7223 0.2621 -1.6205
H -2.7307 -1.5448 0.8454
C 2.7088 -0.0432 1.3026
C -2.9475 -0.8790 0.0253
H 2.6999 -0.4500 2.3297
C -4.1493 -0.3642 -0.1611
H 2.4099 1.7631 -0.7989
```

The frontier orbital gap is 9.53 eV. Its HOMO energy is -8.42 eV. As for the multiplicity: 1. The SMILES is C=C.CSC.

Which of them is least stable? Easy: P.

--- P ---
# C4H11O3

2 unconnected molecules or ions with the total composition C4H11O3 (ωB97M-V/def2-TZVPD, the Open Molecules 2025 dataset).

The geometry in XYZ format:
```
18
Properties=species:S:1:pos:R:3
C -1.5795 -1.4996 -0.9635
C 0.2014 -0.4296 0.6360
H 0.1991 0.3825 2.7188
H -2.4475 -1.8816 -0.3980
H -1.4896 -1.6784 -2.9197
O -2.0966 -1.2994 -2.2856
H -0.9506 1.1352 1.8261
H 1.2094 -0.4024 0.2239
H 3.4449 0.9232 0.9648
H -0.8594 -2.3133 -0.8682
O 0.8997 1.7977 1.2846
H 2.3765 1.6031 0.3492
C 0.1171 0.7613 1.6679
H -1.8207 0.1980 0.1444
C -0.9488 -0.1911 -0.3928
H -0.1707 -1.3382 1.1381
H -0.6942 0.4900 -1.1960
O 3.1060 0.9533 0.0608
```

The frontier orbital gap is 6.16 eV. Its HOMO energy is -2.73 eV. As for the multiplicity: 1. The net charge is -1.

--- Q ---
# C4H11O3

2 unconnected molecules or ions with the total composition C4H11O3 (ωB97M-V/def2-TZVPD, the Open Molecules 2025 dataset).

The geometry in XYZ format:
```
18
Properties=species:S:1:pos:R:3
H -0.1787 0.5829 1.6140
O -0.7042 2.6542 -0.1994
C -0.5872 -1.1160 0.2695
H 1.8326 3.4410 -0.7675
H 1.5094 -1.6911 0.3192
H -1.3278 1.0093 -1.2046
H -0.9099 -1.2301 -0.7691
H 0.4478 2.7437 -0.9588
C 0.5380 -2.1230 0.5439
H -1.3681 -1.3959 0.9747
H -2.0847 1.3134 0.3611
H 0.9039 0.4551 0.3974
H 1.0156 -3.3544 -0.8903
C -0.1742 0.3487 0.5361
O 0.3638 -3.3524 -0.2003
O 1.4357 2.8650 -1.4218
C -1.1071 1.3347 -0.1814
H 0.3953 -2.4851 1.5771
```

The frontier orbital gap is 6.69 eV. Its HOMO energy is -3.32 eV. As for the multiplicity: 1. The net charge is -1.

Which of them is least stable? Easy: P.

--- P ---
# C5H6

A single C5H6 molecule (ωB97M-V/def2-TZVPD, the Open Molecules 2025 dataset).

The geometry in XYZ format:
```
11
Properties=species:S:1:pos:R:3
C 0.1296 0.1680 -0.0844
H 2.0069 -0.7075 -0.2174
H -3.4925 -0.2897 0.2494
C -1.3159 0.0946 -0.0766
H 1.0343 -1.6284 0.9312
C 0.9774 -1.0396 -0.0214
C -2.4932 -0.0422 -0.0393
H 1.7841 1.5247 0.1677
H 0.0136 2.2957 -0.0842
H 0.6658 -1.7749 -0.8049
C 0.6899 1.3994 -0.0200
```

The frontier orbital gap is 10.20 eV. Its HOMO energy is -9.11 eV. As for the multiplicity: 1. The SMILES is C#CC(=C)C.

--- Q ---
# C5H6

3 unconnected molecules or ions with the total composition C5H6 (ωB97M-V/def2-TZVPD, the Open Molecules 2025 dataset).

The geometry in XYZ format:
```
11
Properties=species:S:1:pos:R:3
H -3.1132 1.4147 -0.6866
H -2.3088 1.4027 -0.3629
C -0.2872 -1.1173 -0.5008
C 2.5651 0.0139 1.5559
C 0.3040 0.0392 0.3075
C 1.3605 -0.0468 1.2325
H -0.8742 1.0812 -1.1594
H -1.2632 -1.6401 -0.3701
C -0.4310 0.3112 -0.6359
H 3.6244 0.1943 1.7807
H 0.4236 -1.6529 -1.1610
```

The frontier orbital gap is 9.72 eV. Its HOMO energy is -9.01 eV. As for the multiplicity: 1.

Which of them is least stable? Easy: Q.

--- P ---
# C5H6

A single C5H6 molecule (ωB97M-V/def2-TZVPD, the Open Molecules 2025 dataset).

The geometry in XYZ format:
```
11
Properties=species:S:1:pos:R:3
H -0.8263 -1.0514 -0.6149
H -1.4023 0.5997 2.2444
C 1.1971 0.9175 -0.0586
C 0.1875 0.9859 1.0437
C 0.0315 -0.9958 -1.3534
H 0.0139 -1.6456 -2.3076
H 2.2445 0.7898 0.2023
C -0.8661 0.3439 1.4342
H 1.4635 1.7904 -0.6124
H -1.2800 -0.5772 0.7649
C 0.9377 -0.1297 -1.0887
```

The frontier orbital gap (spin up / spin down) is 8.50 / 8.64 eV. Its HOMO energy (spin up / spin down) is -8.72 / -8.78 eV. As for the multiplicity: 1.

--- Q ---
# C5H6

2 unconnected molecules or ions with the total composition C5H6 (ωB97M-V/def2-TZVPD, the Open Molecules 2025 dataset).

The geometry in XYZ format:
```
11
Properties=species:S:1:pos:R:3
H 0.2922 -2.4796 0.0562
C -0.9074 -0.0080 -0.7343
H -1.6020 -0.0425 1.5281
C 1.1982 0.1118 -0.0123
H -1.6165 -0.0339 -1.5271
H 1.8224 0.1321 0.8799
C -0.0461 0.9990 -0.0030
C 0.0672 -0.8819 -0.0109
H -0.1224 2.0722 0.0027
H 1.8122 0.1424 -0.9107
C -0.8977 -0.0116 0.7314
```

The frontier orbital gap is 10.71 eV. Its HOMO energy is -9.59 eV. As for the multiplicity: 1.

Which of them is least stable? Easy: P.